Record 1
Below is a cluster of 3 separate species, C27H53BrClF6N3O7P in total at a distorted geometry, with properties calculated with ωB97M-V/def2-TZVPD.

Structure (XYZ):
```
99
Properties=species:S:1:pos:R:3:forces:R:3:lowdin_charge:R:1
Br 0.9059 3.7819 0.7121 -1.0 -1.2 -0.5 0.31
Cl 1.2482 -0.9589 1.7040 -0.6 0.3 -1.5 0.81
P -1.1240 2.6803 0.8768 -1.7 1.6 0.1 0.67
F 0.6003 -4.9322 0.0601 2.5 3.6 -2.2 -0.06
F 1.1332 4.0451 -4.1612 -1.1 -4.3 -2.2 0.03
F 2.0939 2.5531 -5.7579 -4.0 0.9 2.9 0.01
F 3.5880 -5.2466 -0.0992 -2.6 2.4 -4.7 0.00
F -0.2864 2.5600 -5.5794 4.0 1.0 3.0 0.02
F 3.3152 -4.1678 -2.4940 -0.8 -1.0 5.2 -0.01
O -0.4229 0.2794 4.8743 -1.0 0.6 2.0 -0.29
O -5.3586 -0.6685 -5.5506 0.5 0.2 0.5 -0.19
O -2.0011 3.1518 -0.5896 1.0 -2.1 1.9 -0.38
O -4.2349 -0.6576 -2.8166 0.0 -0.3 -0.2 -0.22
O 2.6341 1.1866 -3.7100 -2.0 0.0 1.5 -0.07
O 7.2055 5.0372 -0.5429 -0.5 -0.1 0.3 -0.19
O 4.4402 3.9929 -0.5541 0.3 -0.2 -0.2 -0.23
N -0.8849 0.9153 0.9565 2.3 -0.6 -4.7 -0.33
N -0.4541 0.7462 -1.7076 1.5 -0.8 2.4 0.05
N 0.8663 -0.5595 0.0317 -1.9 2.8 -0.7 -0.39
C 4.3867 4.3037 -1.9425 -0.2 0.1 0.1 -0.10
C -1.3760 -3.2498 4.0611 1.4 0.5 -0.9 -0.20
C -3.3596 -2.1447 1.6704 -1.0 -0.1 -1.2 -0.19
C -2.2447 -1.3587 0.7027 -1.3 0.1 1.1 -0.16
C 0.6324 -2.8121 5.9144 1.6 -0.7 -0.1 -0.20
C -3.0235 -3.7341 1.8906 0.3 -0.4 0.4 -0.20
C -2.1783 0.1865 1.2467 -1.5 -0.3 1.3 -0.22
C 5.5972 3.2222 -0.2153 -0.1 0.4 0.5 -0.20
C 1.3730 -1.3355 5.6560 -0.4 -0.2 0.8 -0.16
C 1.4040 -4.0127 -0.8265 3.1 -2.3 -0.4 -0.04
C -1.7500 0.7294 5.3368 -1.1 0.0 0.1 -0.13
C 0.1994 -3.5686 4.5231 -0.7 0.1 0.1 -0.21
C 0.9545 2.7103 -4.7780 1.9 0.2 -1.9 -0.17
C -6.0740 0.5126 -5.2036 -0.2 -0.1 -0.2 -0.10
C -1.6027 -4.0477 2.6459 0.4 0.0 0.2 -0.24
C 2.8027 -4.4839 -1.1233 -3.2 0.8 0.9 0.00
C 0.8214 -2.6154 -1.4800 0.2 -0.9 -1.1 -0.08
C -3.6237 -1.2949 -3.9425 -0.1 0.6 0.0 -0.20
C 1.6957 -1.2675 -1.0163 0.1 -2.0 -0.3 -0.14
C 6.6890 4.0995 0.4063 0.2 -0.1 -0.6 -0.19
C 6.6560 6.3393 -0.3702 0.2 0.1 -0.1 -0.11
C 0.5656 1.7775 -2.2015 1.0 1.3 0.1 -0.15
C -5.4132 -1.3326 -2.3886 0.0 0.1 0.2 -0.11
C -3.9639 -0.5673 -5.2475 -0.4 -0.5 -0.1 -0.19
C -0.1514 0.3622 -0.2454 0.9 -1.6 0.7 -0.23
C 1.1722 1.4584 -3.6905 -0.2 0.1 -0.2 -0.17
C 0.3342 -0.1143 6.0748 1.2 -1.4 -0.2 -0.22
H -3.9087 -2.3525 -3.9945 -0.1 0.1 -0.1 0.13
H 7.5240 3.4592 0.7089 -0.1 0.0 0.0 0.13
H 1.9581 -0.6287 -1.9609 -0.8 -0.9 2.1 0.12
H -1.2537 -1.9711 0.8150 -1.7 1.5 -0.3 0.07
H -2.6885 -1.3397 -0.3816 1.2 -0.2 1.9 0.11
H 0.5744 0.5519 -4.1507 1.3 1.7 0.7 0.17
H 5.5717 6.3149 -0.2362 0.0 -0.1 0.0 0.08
H -2.4397 1.1561 4.4693 1.9 -1.0 1.5 0.09
H 3.0028 1.1009 -2.7824 -0.9 0.4 -1.5 0.10
H -1.6829 1.5916 6.1407 0.0 -1.8 -1.5 0.11
H -2.3026 0.1967 2.4340 0.5 -0.1 -2.6 0.11
H -7.1421 0.2790 -5.2115 0.2 0.0 -0.1 0.09
H -0.6782 -3.7597 1.9497 -2.0 -0.6 1.4 0.08
H 5.2800 2.4790 0.5243 0.0 0.0 0.0 0.12
H 0.9555 -2.7152 -2.6618 -0.2 0.1 2.6 0.14
H 3.6467 5.0951 -2.0882 0.0 -0.1 0.1 0.09
H -3.8771 -4.2144 2.5645 1.7 1.1 -1.6 0.13
H 0.0567 2.8336 -2.1789 0.9 -2.1 -0.1 0.12
H 6.3198 4.6145 1.3018 -0.1 -0.1 -0.1 0.13
H 6.8810 6.9258 -1.2651 0.1 -0.2 0.1 0.09
H -3.6486 0.4826 -5.2082 0.0 -0.1 0.1 0.12
H -2.2978 -0.2238 5.7713 0.9 2.0 -0.6 0.11
H -2.9894 -4.2988 0.8394 -0.3 1.3 2.3 0.12
H -3.5863 -1.5501 2.6653 0.8 -1.4 -1.9 0.12
H -3.0807 0.8578 0.8500 1.7 -1.8 0.6 0.13
H 1.4813 -3.4880 6.4118 -1.9 1.4 -1.0 0.12
H -0.4217 -0.5795 6.8506 1.6 1.2 -1.3 0.12
H -6.0636 -1.5953 -3.2265 0.1 0.0 0.0 0.09
H -4.3764 -2.1052 1.0462 2.1 -0.1 1.5 0.12
H 2.3373 -1.2727 6.3460 -2.1 -0.1 -1.4 0.12
H -2.5406 -1.2483 -3.7862 0.1 0.0 0.0 0.10
H -0.2276 -2.7509 6.7200 1.6 0.0 -1.8 0.12
H 0.9812 -3.2299 3.6891 -1.8 -0.7 1.6 0.09
H 5.3490 4.6559 -2.3221 0.0 -0.1 0.0 0.09
H -5.1385 -2.2379 -1.8380 -0.1 -0.1 0.0 0.08
H -5.9644 -0.6681 -1.7179 0.2 0.0 -0.1 0.09
H -2.7839 2.5264 -0.6027 1.0 1.0 -0.2 0.05
H -3.4232 -1.0486 -6.0690 0.0 0.0 0.0 0.13
H 2.6715 -1.6567 -0.4987 -1.9 1.0 -1.0 0.14
H -0.3281 -2.4452 -1.2938 2.4 -0.6 -0.1 0.12
H 1.7790 -1.2413 4.5458 -1.1 -0.1 2.2 0.08
H 1.4614 1.8216 -1.4198 -1.7 0.1 -1.8 0.11
H 0.9882 0.7502 6.5397 -1.7 -1.4 -1.0 0.14
H 0.2794 -4.7366 4.5848 0.0 2.2 0.2 0.11
H -1.4955 -5.2186 2.8520 -0.4 2.5 -0.6 0.13
H -2.1516 -3.5312 4.9046 1.6 0.5 -1.8 0.13
H 7.1241 6.8229 0.4929 -0.1 0.1 0.0 0.09
H -5.8076 0.8790 -4.2090 0.0 0.0 0.0 0.08
H 5.9763 2.6817 -1.0909 0.0 0.2 0.0 0.12
H -0.4766 -0.0987 -2.3195 0.2 0.7 0.9 0.10
H -5.8796 1.2908 -5.9482 0.0 0.1 0.1 0.09
H 4.0705 3.4195 -2.5050 0.1 0.0 -0.2 0.07
H -1.4020 -2.0801 3.8404 -0.2 -2.4 0.6 0.10
```
Forces are in eV/Å.

Calculated values
E_HOMO (eV): -11.16
Frontier orbital gap (hartree): 0.23082
E (Ha): -5725.3955
Total charge: +1

=====

Record 2
Below is a structure of composition C27H53Cl3F6N6O10 at a distorted geometry, with properties calculated with ωB97M-V/def2-TZVPD.

Structure (XYZ):
```
105
Properties=species:S:1:pos:R:3:forces:R:3:lowdin_charge:R:1
Cl -3.1647 -1.3405 2.0509 -5.4 -5.2 7.8 0.85
Cl -2.4583 -3.1810 4.3504 -1.6 1.2 1.2 0.63
Cl -4.7535 -3.8086 2.7273 -0.3 0.2 0.1 0.53
F -1.4209 -1.4972 -2.0448 0.3 1.0 -1.8 0.19
F -0.0966 0.2243 -2.7511 -8.5 -0.9 0.0 0.00
F -0.4592 -0.0131 1.6132 3.5 3.2 16.4 0.00
F -2.0338 1.0174 2.6240 0.0 1.8 1.3 0.13
F -2.0586 0.5228 -1.8279 -8.1 -10.4 -11.9 0.00
F -0.6449 2.1804 1.3736 -1.8 -0.9 6.2 0.07
O -3.2799 0.3232 -4.1929 4.0 -0.6 3.0 -0.02
O 0.9541 4.8993 0.9677 -0.7 4.8 -0.5 0.07
O -4.6884 4.9162 -0.7554 0.2 -0.8 0.0 0.02
O 5.4808 -0.3337 -2.7586 -0.3 0.7 -0.2 -0.01
O 1.4004 -0.6820 -0.4363 -10.0 -7.7 1.3 -0.07
O 0.6339 2.4935 3.7417 -1.9 -3.7 -0.9 0.15
O -1.2799 -3.1161 1.5231 2.9 0.5 -4.0 -0.09
O -1.6304 -1.0568 -5.0562 -0.9 2.8 4.3 0.13
O 0.2552 0.2482 4.2633 -1.1 1.3 -3.3 -0.04
O 3.8246 1.0963 -0.2053 5.8 -0.7 -1.8 -0.02
N -3.9495 2.7776 -1.0943 -0.2 1.2 -1.2 -0.15
N -0.7712 -0.0392 0.0272 -1.3 -1.2 -13.7 -0.10
N 3.2357 -0.5247 -2.7701 -0.9 0.2 -1.0 -0.13
N 4.3436 -1.0864 0.0296 3.1 -0.4 1.1 -0.08
N 0.6033 -3.0841 2.7743 0.9 2.2 -1.6 -0.10
N 1.4992 2.8919 0.1287 0.0 -0.2 -1.4 -0.07
C -3.7652 1.4446 -0.6629 -1.1 0.6 0.2 -0.08
C -2.0934 -0.4670 0.4713 1.7 0.9 -3.9 -0.27
C -0.1676 0.4856 6.6466 1.0 0.8 -0.5 -0.05
C 0.1310 1.4006 3.4368 2.8 1.4 4.8 -0.22
C 5.7875 -0.7506 0.2511 0.7 0.6 -0.9 -0.04
C -2.0570 -0.3585 -4.1026 -1.3 -1.9 -4.1 -0.20
C 4.3752 0.1996 -2.7307 0.1 -1.0 -0.3 -0.35
C 3.4859 -0.0964 -0.1924 4.2 -0.2 0.1 -0.32
C -0.7700 1.2628 -0.5900 3.9 4.0 -0.5 -0.05
C 1.8636 3.2833 -1.2686 0.9 -0.4 0.9 -0.01
C 1.3348 -2.2010 1.8271 1.1 -1.3 0.8 0.00
C -3.1472 -3.0457 2.7101 -3.7 0.0 1.2 -1.30
C 0.9947 3.7368 1.0722 1.9 -3.7 0.2 -0.39
C 1.8451 0.0827 -2.6911 4.7 -0.6 -1.1 -0.03
C 1.1846 -3.3699 4.0715 -0.5 -1.5 0.1 -0.04
C 0.8604 0.0849 5.5576 -1.1 0.3 0.8 -0.19
C 1.7022 1.4558 0.3830 -2.3 2.5 2.7 -0.08
C -1.4042 -0.2817 -2.6589 0.9 -1.3 -1.1 -0.32
C 3.2355 -1.9663 -3.1968 -0.7 2.2 0.7 -0.01
C -3.9887 0.3005 -5.3780 -1.5 -0.5 -1.1 -0.24
C 4.0441 -2.5060 -0.1162 -0.3 0.2 -1.1 -0.04
C 0.2577 -0.9062 0.0129 -4.6 1.3 -2.9 -0.24
C -0.7678 1.1458 2.2089 1.2 0.6 2.9 -0.46
C -3.2370 3.2252 -2.2667 0.4 -0.3 -0.9 -0.02
C -5.0767 -0.7533 -5.3400 -0.5 -0.8 -0.9 -0.06
C -4.5791 3.7465 -0.4224 -0.6 0.6 1.0 -0.34
C -0.6407 -3.4606 2.4787 3.2 -1.4 2.6 -0.41
H -1.4548 1.3093 -1.4367 5.6 5.9 4.2 -0.07
H 1.1602 -0.0651 -3.5260 3.2 -0.9 -1.2 0.11
H 2.7628 1.2524 0.5306 -2.5 1.5 0.7 0.00
H 1.8797 1.1628 -2.5490 0.6 -0.2 -0.1 0.08
H 4.1851 1.2792 -2.6283 0.3 -0.1 0.0 0.13
H -4.1926 0.7231 -1.3592 -0.3 0.0 -0.4 0.12
H 2.2257 -3.0840 4.2212 -0.2 0.4 -0.5 0.10
H 2.0051 4.3381 -1.5045 -0.5 0.1 0.7 0.09
H -1.0354 -4.0744 3.3032 0.5 -0.6 -1.3 0.05
H -3.3448 0.1716 -6.2480 0.1 -0.1 0.2 0.13
H 1.0010 -0.9939 5.6254 0.4 0.2 -0.2 0.09
H 3.6544 -2.9942 0.7771 0.5 0.0 -0.1 0.06
H 1.4679 -0.3557 -1.7671 0.3 0.6 -2.7 0.02
H 0.1460 0.1733 7.6427 0.0 -0.3 -0.1 0.08
H -0.9541 2.1506 0.0151 0.2 -1.3 -2.7 0.12
H 5.9914 0.3013 0.4509 -1.0 0.1 0.2 0.08
H 6.3833 -1.2655 1.0047 -0.9 -0.7 0.3 0.08
H 1.1708 0.8138 -0.3196 2.0 2.8 1.1 0.04
H 6.3403 -0.8453 -0.6835 -0.2 -0.5 -0.2 0.07
H 2.4352 -0.4049 -0.3064 5.3 1.1 1.0 -0.11
H 2.3771 -2.5181 1.7924 -0.2 0.4 0.5 0.08
H -4.9854 3.3551 0.5231 -0.2 0.1 0.2 0.13
H -5.4911 -0.7315 -6.3479 -0.4 0.0 0.0 0.08
H 2.5461 -2.4505 -2.5052 -0.2 -0.3 -0.4 0.06
H -4.2928 1.2240 0.2651 0.3 0.5 0.4 0.12
H -2.3131 3.7255 -1.9765 0.0 0.2 -0.1 0.11
H 2.7840 -1.8634 -4.1835 0.3 -1.0 -0.3 0.09
H -5.9007 -0.6373 -4.6360 0.2 0.6 0.1 0.08
H 0.7137 3.1902 1.9857 1.0 1.2 -0.6 0.10
H 1.2836 1.1546 1.3433 -0.2 0.5 0.2 0.10
H -2.8241 0.0034 -0.1867 0.4 -2.3 1.1 0.06
H -0.0778 -1.7564 0.6266 -1.1 0.8 -2.1 0.11
H 1.2346 2.8333 -2.0367 -0.6 0.2 0.2 0.06
H -4.4982 1.2610 -5.4552 0.3 0.2 0.0 0.13
H 1.8017 0.6256 5.6566 -0.1 0.0 -0.2 0.13
H 0.9463 -2.2253 0.8090 2.1 -2.7 1.7 0.06
H -2.1866 -1.5415 0.6291 1.8 1.0 -2.6 0.02
H 1.2161 -1.1287 1.9824 0.6 -0.3 1.1 0.10
H -2.6964 1.2339 -0.7001 -2.7 2.1 2.3 0.03
H 1.1587 -4.4594 4.0915 0.3 -0.2 0.7 0.10
H 3.3463 -2.6630 -0.9387 -0.4 0.2 0.6 0.05
H 4.8911 -3.0442 -0.5415 0.5 0.1 0.6 0.10
H -0.1395 1.5745 6.6854 -0.5 0.1 0.0 0.08
H -3.8338 3.8800 -2.9018 -0.1 0.2 0.4 0.10
H -1.1668 0.1202 6.4095 0.1 0.0 0.0 0.08
H 0.1933 1.3526 -1.0921 -1.1 0.8 0.3 0.09
H 2.8370 2.8316 -1.4599 0.2 0.0 0.1 0.07
H -2.1719 -0.0031 1.4546 -1.0 -0.3 -2.8 -0.02
H 0.5646 -3.0068 4.8912 0.1 0.2 0.0 0.07
H 4.2207 -2.4239 -3.1064 -0.1 0.3 -0.4 0.09
H -2.9964 2.3839 -2.9167 0.0 -0.1 0.2 0.07
H -4.7840 -1.7970 -5.2253 0.7 0.1 0.1 0.08
H -2.5324 -3.6104 2.0093 -1.5 0.0 0.7 -0.03
```
Forces are in eV/Å.

Calculated values
E_HOMO (eV): -7.06
ΔE to the lowest compared entry with this formula, charge and spin (kcal per mole): 789.5
Frontier orbital gap (hartree): 0.23840
E (Ha): -4119.9206